The following is a DFT calculation (ωB97M-V with the def2-TZVPD basis set) of an isolated ion of composition C6H13N and charge +1 at a distorted geometry.

```
20
C6H13N (ωB97M-V with the def2-TZVPD basis set)
C -0.308 0.265 2.038
C 1.025 -0.312 -1.201
H 0.113 -0.270 2.865
H 0.531 0.815 -2.937
H 1.572 1.228 1.311
C 0.494 -0.217 -2.606
C -1.163 0.199 -0.076
H -0.975 1.159 2.232
H -2.103 -0.971 1.718
C -1.259 -0.632 1.290
H -1.870 1.002 -0.151
H 1.173 -0.880 -3.217
H -0.479 -0.713 -2.700
H 1.009 -1.381 -0.799
N 0.203 0.566 -0.223
C 0.886 0.407 1.056
H 1.679 -0.401 1.107
H -0.629 -1.468 1.155
H 2.063 0.131 -1.217
H -1.555 -0.467 -0.816
```

The LUMO energy (spin up / spin down) comes out at -0.098 / -0.286 Ha. The total energy comes out at -290.7966 hartree. Its HOMO energy (spin up / spin down) is -15.94 / -15.89 eV. Its net charge is +1. The multiplicity is 2.